{"formula": "C27H68O21S5", "method": "the ωB97M-V functional and the def2-TZVPD basis", "homo_ev": -9.25, "lumo_energy_ev": 0.4, "multiplicity": 1, "de_lowest_ev": 0.000, "smiles": "CCOS(C)(=O)=O.CCOS(C)(=O)=O.CCOS(C)(=O)=O.CCOS(C)(=O)=O.CCOS(C)(=O)=O.COCCOCCOC.COCCOCCOC", "energy_ev": -126269.883, "species": ["S", "S", "S", "S", "S", "O", "O", "O", "O", "O", "O", "O", "O", "O", "O", "O", "O", "O", "O", "O", "O", "O", "O", "O", "O", "O", "C", "C", "C", "C", "C", "C", "C", "C", "C", "C", "C", "C", "C", "C", "C", "C", "C", "C", "C", "C", "C", "C", "C", "C", "C", "C", "C", "H", "H", "H", "H", "H", "H", "H", "H", "H", "H", "H", "H", "H", "H", "H", "H", "H", "H", "H", "H", "H", "H", "H", "H", "H", "H", "H", "H", "H", "H", "H", "H", "H", "H", "H", "H", "H", "H", "H", "H", "H", "H", "H", "H", "H", "H", "H", "H", "H", "H", "H", "H", "H", "H", "H", "H", "H", "H", "H", "H", "H", "H", "H", "H", "H", "H", "H", "H"], "xyz": [[3.271385, -2.461470, -3.735915], [-0.022288, -0.170702, -0.052701], [0.982182, -5.161059, -1.083791], [1.785456, 4.711100, -3.286778], [-5.556876, -0.158557, 1.847983], [0.158221, -4.138545, -1.586365], [2.908519, -1.806550, -4.961272], [0.432942, 0.885383, 1.047390], [0.618543, 0.939560, 4.232613], [1.378002, 4.608561, -1.927117], [2.586792, -3.883663, -3.724754], [-5.339827, 3.933062, 0.934891], [4.657579, -2.609731, -3.438704], [-2.924082, 3.515953, -2.866140], [1.240877, -6.347392, -1.844639], [1.115177, 3.607694, -4.185339], [0.586930, -1.423055, 0.249599], [-2.509941, 3.236931, -0.079250], [-4.857726, 0.586608, 2.835953], [5.507061, -1.127450, 3.242020], [-4.931960, -0.591785, 0.648359], [2.372217, -4.516351, -0.687320], [0.126960, 0.382335, -1.359967], [2.860185, -0.538972, 4.277226], [-6.196741, -1.432324, 2.506979], [1.601424, 5.910245, -3.995654], [-6.999059, 0.736278, 1.367380], [-7.288958, -2.621596, 4.260774], [3.141410, -0.794404, 2.900275], [2.075378, -5.931540, -4.873886], [2.471699, -1.644816, -2.399880], [-4.106245, 3.770607, 1.610174], [1.215534, 2.044527, 0.636457], [0.458478, -0.441946, 4.118016], [4.549248, -5.045665, 0.190435], [-1.721657, -0.258112, 0.435726], [3.581915, -5.287502, -0.937556], [-6.756755, -1.280847, 3.828684], [-1.447871, 3.623331, -0.927430], [1.669522, -1.080977, 4.732478], [6.185032, -0.499684, 4.319715], [-5.516294, 5.197312, 0.350044], [-2.471522, 2.413111, -3.642423], [4.523010, -0.308354, 2.639807], [1.377525, 1.361331, -4.976984], [-2.828871, 4.182675, 0.921893], [1.213805, 2.230934, -3.763169], [0.357022, -5.567214, 0.513938], [-1.868723, 4.222772, -2.246211], [2.487066, -4.497131, -5.035442], [-0.566118, 1.659589, 3.922913], [3.496051, 4.256962, -3.310974], [2.538702, 2.005579, 1.357314], [5.467158, -0.208938, 5.093861], [-1.018494, 4.252736, -2.932188], [-5.273495, 6.006354, 1.058020], [-8.104718, -3.063463, 3.697816], [1.077675, -6.073445, 1.144014], [3.836803, 4.131613, -4.334875], [0.450864, 1.140206, -5.507455], [2.451153, -0.243869, 2.254101], [-1.013619, 1.172285, 3.050743], [0.343190, 1.941674, -3.172923], [2.361532, 1.776758, 2.412199], [-1.653919, -0.950711, 1.273561], [1.574801, -0.877591, 5.804484], [3.097733, -1.878427, 2.738513], [0.393986, -0.671920, 3.042118], [-6.458581, -3.337977, 4.263603], [-7.556288, -2.592314, 5.321593], [1.543634, -2.170702, 4.626390], [2.755464, -2.142755, -1.474589], [-0.969447, 2.662105, -1.129944], [-7.206140, 0.498157, 0.329268], [4.641235, 0.738632, 2.943669], [-2.262257, 5.229561, -2.076741], [6.744592, 0.373905, 3.974823], [2.884214, -0.640359, -2.390299], [3.116853, 2.907485, 1.181269], [-4.186198, 4.428377, 2.500427], [3.653606, 3.393793, -2.675812], [1.768904, -3.959783, -5.653655], [-6.569243, 5.318567, 0.101548], [-0.464152, -0.771534, 4.616395], [4.614998, -3.992568, 0.445535], [6.850061, -1.243022, 4.752646], [-2.071809, 0.720801, 0.743573], [4.024157, 5.108345, -2.882844], [3.101522, 1.121104, 1.032206], [1.394922, -1.722270, -2.488557], [-6.702515, 1.787386, 1.417260], [-4.919269, 5.308185, -0.560458], [4.383533, -5.620816, 1.101123], [-1.738762, 2.737857, -4.386124], [-2.894023, 5.181723, 0.480902], [-7.551106, -0.526401, 3.782035], [1.273641, 2.097309, -0.449759], [2.014947, 2.051153, -3.040070], [5.546086, -5.329544, -0.162748], [-4.061405, 2.753587, 1.991632], [1.027460, -6.070230, -4.642259], [-1.264398, 1.626703, 4.769089], [-7.856760, 0.558938, 2.005088], [4.700001, -0.316032, 1.557284], [1.817521, 0.391995, -4.724426], [2.305521, -6.421598, -5.830393], [3.456904, -4.452777, -5.534600], [-0.780666, 4.306820, -0.395265], [-3.352322, 1.972568, -4.099748], [2.759419, -6.464693, -4.213279], [3.373674, -6.352126, -0.969493], [-0.558659, -6.133051, 0.354690], [2.069130, 1.792046, -5.705027], [-6.036483, -0.910607, 4.557780], [-2.290044, -0.698674, -0.376671], [4.029608, -4.887208, -1.841587], [0.080520, -4.593390, 0.920686], [-2.029852, 1.656879, -2.979438], [0.622131, 2.927931, 0.883694], [-2.050495, 4.151038, 1.700269], [-0.334373, 2.699171, 3.707950]], "forces_ev_per_a": [[-0.37, 0.58, -0.27], [-1.09, 0.15, 0.91], [0.98, -1.16, 0.65], [1.06, -0.83, 0.03], [-1.31, 0.27, -0.78], [-0.79, 1.07, -0.73], [-0.03, 0.11, -0.07], [0.49, 0.16, -0.63], [-0.05, 1.24, 0.31], [-0.51, -0.30, 0.71], [-0.17, 0.11, 0.04], [0.07, -0.60, -0.45], [0.49, -0.16, 0.24], [0.00, -0.19, -0.34], [-0.26, -0.04, 0.05], [-0.03, -0.11, 0.24], [0.46, -0.32, 0.01], [-0.50, 0.20, 0.09], [0.60, 0.21, 0.59], [0.10, 0.11, 0.08], [0.62, -0.33, -0.05], [0.02, -0.21, -0.13], [0.21, 0.29, -0.60], [0.51, -0.18, -0.22], [0.32, -0.53, 0.42], [-0.26, 1.24, -0.68], [0.30, 0.84, -0.27], [0.80, -0.70, 0.81], [-0.28, -0.11, 0.81], [0.86, -0.55, -0.75], [0.28, -0.75, 0.42], [-0.46, 1.17, 1.10], [-0.28, 0.65, 0.02], [-0.24, 0.18, -0.88], [0.75, 0.14, 0.17], [0.62, -0.45, 0.02], [0.54, 0.29, 0.77], [-0.86, 0.11, 0.18], [0.21, -1.00, 0.12], [-1.14, -0.22, 0.89], [-0.50, -0.27, 0.07], [-0.03, 0.33, 0.11], [-0.19, 0.12, 0.90], [0.79, 0.14, -0.51], [0.36, -0.58, -0.56], [-0.09, -0.72, -0.38], [-0.29, -0.92, 0.55], [-0.49, 0.53, -0.14], [-0.81, 0.36, -0.09], [-0.04, -0.39, -0.39], [0.04, -0.82, 0.06], [0.09, 0.48, -0.06], [-0.11, -0.95, -0.12], [0.07, 0.14, -0.04], [0.09, 0.29, 0.20], [0.14, -0.11, -0.08], [-0.08, 0.35, -0.24], [0.07, -0.16, -0.11], [-0.06, -0.21, -0.01], [-0.12, 0.26, 0.14], [-0.12, -0.57, 0.13], [-0.31, 0.39, 0.00], [-0.27, 0.32, -0.29], [0.01, 0.72, 0.08], [-0.46, 0.08, 0.10], [0.50, 0.03, -0.03], [-0.14, 0.08, -0.29], [-0.21, -0.27, 0.14], [-0.09, 0.04, -0.30], [-0.30, 0.27, -0.15], [0.53, -0.01, -0.26], [0.03, -0.06, 0.00], [0.51, 0.23, -0.04], [-0.12, -0.19, 0.04], [-0.12, -0.07, 0.18], [0.15, 0.07, -0.16], [0.08, 0.00, 0.06], [-0.25, 0.16, -0.13], [0.02, 0.09, 0.17], [0.27, -0.17, -0.02], [0.07, -0.14, -0.13], [0.03, 0.21, 0.20], [-0.01, -0.20, -0.09], [0.11, -0.17, 0.01], [-0.07, 0.17, 0.05], [0.17, 0.05, -0.11], [-0.15, 0.07, -0.23], [-0.06, 0.01, 0.07], [0.07, 0.50, -0.41], [-0.07, 0.29, -0.22], [-0.15, 0.01, -0.02], [-0.03, 0.06, 0.03], [-0.37, 0.02, -0.05], [-0.04, -0.07, -0.13], [0.02, 0.10, 0.23], [0.01, -0.12, -0.03], [0.27, -0.33, 0.02], [0.33, 0.46, -0.30], [-0.07, -0.01, 0.00], [0.04, -0.14, -0.29], [0.01, -0.07, 0.34], [-0.04, -0.04, -0.11], [0.03, -0.09, 0.10], [0.00, -0.14, -0.02], [-0.15, 0.09, 0.19], [-0.45, 0.18, -0.09], [0.04, 0.13, 0.15], [0.26, -0.11, -0.20], [0.03, 0.04, -0.21], [-0.40, 0.15, 0.51], [-0.25, 0.07, -0.53], [0.10, -0.19, 0.08], [-0.04, 0.19, 0.13], [0.34, -0.09, -0.34], [-0.14, 0.05, 0.01], [-0.24, -0.31, -0.32], [0.12, -0.11, 0.24], [0.13, -0.06, -0.21], [0.03, -0.14, 0.38], [0.02, 0.30, -0.07], [0.22, 0.00, -0.05]], "mulliken_charge": [1.304, 0.445, 1.298, 1.241, 1.329, -0.586, -0.711, 0.303, -0.358, -0.513, -0.174, -0.281, -0.692, -0.471, -0.680, -0.471, -0.466, -0.045, -0.697, -0.368, -0.655, -0.106, -0.153, -0.334, -0.226, -0.660, -0.807, -1.288, 1.075, -1.181, -0.966, -0.631, 0.639, 0.315, -1.446, -1.087, -0.009, -0.112, 0.370, -1.016, -0.666, -0.703, -0.328, -1.032, -1.225, -0.322, 0.986, -0.850, -0.501, -0.330, -0.657, -0.899, -1.575, 0.260, 0.215, 0.341, 0.326, 0.297, 0.345, 0.315, -0.799, 0.121, -0.322, 0.371, 0.492, 0.369, 0.435, -0.274, 0.317, 0.389, 0.383, 0.233, -0.848, 0.322, 0.476, 0.374, 0.285, 0.414, 0.524, 0.472, 0.267, 0.246, 0.251, 0.526, 0.294, 0.255, -0.097, 0.399, 0.262, 0.304, 0.199, 0.178, 0.337, 0.255, 0.571, 0.273, -0.213, 0.102, 0.384, 0.018, 0.297, 0.454, 0.370, 0.291, 0.095, 0.423, 0.415, 0.583, 0.350, 0.258, 0.542, 0.365, 0.401, 0.259, 0.678, 0.073, 0.150, -0.049, -0.101, 0.222, 0.254]}